{
  "formula": "C59H59GeIrN3O3S4",
  "method": "ωB97M-V/def2-TZVPD",
  "homo_lumo_gap_ev": [5.737, 5.352],
  "total_charge": 2,
  "s2": 0.7662,
  "max_force_ev_per_a": 0.5,
  "e_homo_ha": [-0.4224, -0.4222],
  "spin_multiplicity": 2,
  "symbols": ["Ir", "C", "C", "C", "C", "N", "C", "C", "C", "C", "C", "C", "N", "H", "H", "H", "H", "H", "H", "H", "H", "C", "C", "C", "C", "C", "C", "C", "S", "O", "C", "C", "C", "C", "C", "C", "C", "C", "C", "C", "C", "C", "C", "C", "C", "C", "C", "C", "C", "C", "S", "O", "C", "C", "C", "C", "C", "C", "C", "H", "H", "H", "H", "H", "H", "H", "H", "H", "H", "H", "H", "H", "H", "H", "H", "H", "H", "H", "H", "H", "H", "H", "H", "H", "H", "C", "Ge", "C", "C", "C", "H", "H", "H", "H", "H", "H", "H", "H", "H", "H", "C", "C", "S", "O", "C", "C", "H", "H", "H", "H", "H", "H", "H", "H", "H", "H", "S", "C", "N", "C", "C", "C", "C", "C", "C", "H", "H", "H", "H", "H"],
  "xyz": [[-0.416, 0.436, -0.072], [2.086, 0.329, 3.420], [2.159, -0.999, 3.798], [1.573, -1.948, 2.982], [0.940, -1.575, 1.800], [0.832, -0.269, 1.461], [1.400, 0.643, 2.266], [0.450, -2.661, 0.903], [1.088, -3.890, 0.911], [0.733, -4.887, 0.019], [-0.246, -4.620, -0.916], [-0.889, -3.404, -0.866], [-0.579, -2.467, 0.046], [2.523, 1.119, 4.014], [2.653, -1.295, 4.713], [1.585, -2.985, 3.280], [1.269, 1.673, 1.967], [1.916, -4.056, 1.582], [1.249, -5.837, 0.034], [-0.538, -5.338, -1.669], [-1.703, -3.159, -1.533], [2.740, 8.452, 1.075], [2.549, 7.013, 0.698], [1.269, 6.484, 0.508], [1.082, 5.157, 0.181], [2.201, 4.334, 0.031], [3.493, 4.843, 0.209], [3.653, 6.171, 0.546], [2.078, 2.668, -0.382], [0.581, 2.384, -0.429], [2.169, 0.984, -3.319], [3.529, 0.734, -2.997], [4.418, 1.760, -2.912], [3.996, 3.107, -3.050], [4.892, 4.186, -2.853], [4.454, 5.477, -2.910], [3.089, 5.742, -3.154], [2.211, 4.722, -3.388], [2.643, 3.370, -3.375], [1.766, 2.268, -3.631], [0.428, 2.419, -4.221], [0.179, 3.270, -5.350], [1.228, 3.873, -6.089], [0.955, 4.660, -7.171], [-0.377, 4.899, -7.569], [-1.405, 4.306, -6.899], [-1.151, 3.460, -5.792], [-2.207, 2.772, -5.144], [-1.951, 1.878, -4.153], [-0.615, 1.680, -3.735], [-0.363, 0.372, -2.517], [-1.626, 0.871, -1.623], [-1.097, -1.094, -3.262], [-0.343, -2.067, -3.904], [-0.972, -3.200, -4.404], [-2.347, -3.382, -4.293], [-3.024, -4.602, -4.850], [-3.086, -2.387, -3.653], [-2.476, -1.256, -3.137], [1.857, 9.045, 0.842], [3.596, 8.883, 0.556], [2.930, 8.542, 2.146], [0.408, 7.132, 0.618], [0.091, 4.751, 0.029], [4.355, 4.202, 0.072], [4.651, 6.571, 0.681], [3.847, -0.281, -2.831], [5.462, 1.559, -2.702], [5.933, 3.964, -2.647], [5.143, 6.297, -2.757], [2.737, 6.766, -3.167], [1.171, 4.946, -3.584], [2.254, 3.688, -5.808], [1.768, 5.098, -7.735], [-0.576, 5.535, -8.422], [-2.430, 4.455, -7.215], [-3.224, 2.938, -5.474], [-2.759, 1.338, -3.687], [0.719, -1.937, -4.027], [-0.375, -3.947, -4.914], [-2.347, -5.182, -5.474], [-3.890, -4.324, -5.450], [-3.383, -5.250, -4.048], [-4.162, -2.491, -3.567], [-3.067, -0.507, -2.632], [-2.019, -2.206, 3.365], [-2.807, -1.781, 1.614], [-3.552, -3.470, 0.970], [-4.204, -0.414, 1.601], [-1.478, -1.278, 0.186], [-2.805, -2.187, 4.121], [-1.212, -1.563, 3.709], [-1.629, -3.226, 3.331], [-4.382, -3.766, 1.613], [-2.817, -4.276, 0.990], [-3.940, -3.371, -0.046], [-4.547, -0.174, 2.606], [-5.057, -0.796, 1.039], [-3.867, 0.501, 1.114], [-2.126, -1.343, -0.690], [2.987, -4.155, -3.170], [3.268, -2.683, -2.920], [2.656, -2.097, -1.315], [1.292, -0.037, -3.379], [4.052, -2.570, -0.253], [5.140, -1.508, -0.205], [3.361, -4.456, -4.150], [1.913, -4.349, -3.138], [3.468, -4.787, -2.422], [2.780, -2.054, -3.665], [4.337, -2.467, -2.974], [4.447, -3.524, -0.606], [3.650, -2.749, 0.747], [5.545, -1.319, -1.200], [5.964, -1.823, 0.437], [4.742, -0.565, 0.174], [-2.525, 2.226, 3.586], [-1.580, 1.192, 2.631], [-1.453, 1.506, 1.373], [-2.179, 2.679, 1.073], [-2.294, 3.332, -0.160], [-3.052, 4.480, -0.219], [-3.696, 5.000, 0.912], [-3.591, 4.372, 2.131], [-2.827, 3.206, 2.195], [-1.103, 0.327, 3.056], [-1.823, 2.932, -1.041], [-3.156, 4.991, -1.167], [-4.288, 5.901, 0.825], [-4.087, 4.761, 3.010]],
  "atomic_forces_ev_per_a": [[-0.0816, 0.4587, 0.0033], [-0.0036, 0.0035, 0.0114], [0.0111, 0.0072, 0.0014], [-0.0052, 0.0022, 0.0132], [-0.0477, 0.0295, 0.0385], [0.0815, -0.0191, -0.0549], [0.0516, 0.0223, -0.0581], [0.0286, -0.0258, -0.0113], [0.0220, -0.0153, 0.0072], [-0.0063, 0.0116, 0.0045], [0.0055, 0.0189, 0.0158], [-0.0088, -0.0109, -0.0290], [-0.0608, 0.0402, 0.0674], [0.0054, -0.0010, -0.0030], [-0.0052, 0.0024, 0.0042], [-0.0083, -0.0024, -0.0058], [0.0053, -0.0022, -0.0022], [-0.0006, 0.0030, 0.0083], [-0.0035, -0.0027, -0.0003], [0.0021, -0.0056, 0.0022], [-0.0074, 0.0201, -0.0074], [-0.0008, 0.0000, -0.0026], [0.0271, -0.0114, -0.0045], [-0.0001, 0.0058, 0.0021], [-0.0012, 0.0008, -0.0196], [0.0535, 0.0237, 0.0407], [-0.0129, -0.0354, 0.0228], [-0.0224, 0.0174, -0.0103], [0.0018, -0.0246, -0.0260], [-0.0021, -0.0057, 0.1410], [-0.0608, -0.0549, -0.0379], [-0.0070, 0.0522, 0.0185], [-0.0258, -0.0038, 0.0110], [-0.0147, -0.0048, 0.0014], [0.0118, 0.0147, 0.0107], [0.0008, -0.0060, -0.0150], [-0.0109, -0.0067, -0.0319], [0.0264, 0.0381, 0.0293], [0.0598, 0.0168, -0.0474], [-0.0208, -0.0215, 0.0033], [0.0836, 0.0186, 0.0688], [-0.0199, 0.0390, -0.0245], [-0.0034, -0.0009, -0.0366], [-0.0088, 0.0005, -0.0032], [0.0079, 0.0054, -0.0022], [-0.0022, -0.0081, 0.0133], [0.0195, -0.0031, -0.0037], [-0.0192, 0.0028, 0.0025], [-0.0341, -0.0049, -0.0252], [0.0613, -0.0396, 0.0460], [-0.0855, -0.0849, 0.0633], [0.0407, -0.0572, -0.1217], [-0.0005, -0.0163, 0.0063], [-0.0075, -0.0203, -0.0028], [0.0036, 0.0200, -0.0020], [-0.0036, 0.0036, 0.0017], [0.0038, -0.0004, 0.0005], [-0.0046, -0.0067, 0.0085], [0.0084, 0.0042, -0.0097], [-0.0013, 0.0008, -0.0004], [0.0012, 0.0032, 0.0005], [-0.0021, -0.0045, -0.0001], [0.0023, -0.0021, -0.0016], [-0.0160, -0.0061, 0.0006], [-0.0019, 0.0014, 0.0076], [0.0011, -0.0041, 0.0000], [0.0097, 0.0106, -0.0139], [-0.0034, 0.0029, 0.0086], [-0.0030, 0.0020, 0.0001], [0.0041, 0.0012, -0.0049], [-0.0046, 0.0000, 0.0077], [0.0051, -0.0071, 0.0151], [-0.0197, 0.0016, -0.0384], [0.0000, 0.0009, -0.0001], [-0.0004, -0.0001, -0.0006], [-0.0002, -0.0009, 0.0002], [-0.0005, -0.0020, -0.0057], [0.0222, -0.0012, -0.0182], [-0.0351, -0.0079, -0.0033], [-0.0007, -0.0026, -0.0022], [0.0010, -0.0016, 0.0016], [0.0026, 0.0001, -0.0025], [-0.0020, 0.0041, 0.0014], [0.0026, -0.0019, 0.0009], [0.0017, -0.0098, 0.0019], [0.0191, -0.0153, -0.0116], [-0.0417, 0.1224, 0.0042], [0.0012, -0.0050, -0.0284], [0.0000, -0.0064, 0.0063], [0.1472, -0.2679, -0.1563], [-0.0186, 0.0026, -0.0197], [-0.0136, 0.0381, 0.0043], [-0.0023, -0.0006, -0.0022], [0.0011, 0.0084, 0.0082], [-0.0089, -0.0061, 0.0050], [-0.0018, -0.0012, 0.0001], [0.0132, -0.0070, 0.0066], [-0.0039, -0.0024, 0.0082], [-0.0264, -0.0163, 0.0023], [-0.0010, 0.0010, 0.0020], [0.0001, 0.0018, -0.0047], [-0.0208, -0.0007, -0.0048], [0.0106, -0.0225, 0.0203], [-0.0462, 0.0861, 0.0703], [0.0296, -0.0171, -0.0227], [0.0008, 0.0034, -0.0204], [0.0051, -0.0027, 0.0005], [0.0007, -0.0002, -0.0051], [-0.0038, -0.0013, 0.0046], [0.0286, -0.0191, 0.0224], [0.0031, -0.0183, -0.0038], [-0.0132, -0.0184, 0.0102], [-0.0151, 0.0450, 0.0021], [0.0123, -0.0055, 0.0066], [-0.0010, -0.0023, -0.0011], [-0.0009, -0.0042, 0.0008], [0.0168, -0.0239, 0.0391], [0.0889, 0.0558, -0.0111], [-0.2297, -0.1755, -0.0464], [0.0743, 0.0293, 0.0866], [-0.0243, -0.0496, 0.0419], [-0.0127, 0.0174, -0.0100], [-0.0163, 0.0089, -0.0071], [-0.0072, -0.0327, 0.0273], [0.0343, 0.0224, -0.0454], [-0.0240, -0.0536, 0.0246], [0.0512, -0.0220, -0.0353], [0.0017, -0.0077, 0.0029], [0.0075, 0.0038, 0.0011], [0.0079, 0.0009, 0.0025]],
  "lowdin_charge": [1.209, -0.005, -0.005, -0.003, -0.198, -0.037, -0.133, -0.187, -0.021, -0.002, 0.003, -0.037, -0.047, 0.128, 0.130, 0.126, 0.088, 0.118, 0.134, 0.132, 0.117, -0.032, -0.242, -0.014, -0.048, -0.461, -0.088, -0.024, 1.094, -0.670, -0.313, -0.011, -0.015, -0.190, -0.037, -0.076, -0.057, -0.037, -0.165, -0.093, -0.075, -0.093, -0.018, -0.046, -0.055, -0.022, -0.147, 0.000, -0.047, -0.211, 1.033, -0.647, -0.298, -0.037, -0.020, -0.261, -0.030, -0.024, -0.094, 0.083, 0.088, 0.096, 0.121, 0.095, 0.115, 0.128, 0.058, 0.122, 0.120, 0.112, 0.114, 0.125, 0.120, 0.113, 0.113, 0.118, 0.124, 0.102, 0.090, 0.122, 0.083, 0.092, 0.088, 0.128, 0.106, -0.192, 0.842, -0.197, -0.185, -0.375, 0.038, -0.007, 0.029, 0.038, 0.021, 0.029, 0.027, 0.034, 0.010, 0.030, -0.138, -0.509, 0.891, -0.295, -0.502, -0.145, 0.084, 0.051, 0.069, 0.052, 0.082, 0.080, 0.050, 0.067, 0.080, 0.067, 1.155, -0.482, -0.103, -0.273, -0.025, -0.044, -0.053, -0.065, -0.445, 0.056, 0.084, 0.118, 0.118, 0.120]
}